Entry 1:
This record from the OMol25 dataset describes a structure of composition C3H4MgNaO3 in a non-equilibrium geometry. The level of theory is ωB97M-V with the def2-TZVPD basis set.

Its largest force on an atom is 5.23 eV Å⁻¹. The net charge is +2. The relative energy (zero: lowest compared OMol25 entry of this formula, charge and spin) is 78.3 kcal/mol. The spin multiplicity is 2. As for the molar mass: 135.36 u.

CARTESIAN COORDINATES (ANGSTROEM)
O -2.21 0.33 0.79
C -1.57 1.38 0.64
C -0.10 1.37 0.35
Na -1.86 -1.90 0.50
H -0.54 1.56 -0.77
H 0.39 0.81 1.16
H 0.34 2.37 0.49
O 0.50 -1.30 -0.33
C 1.21 -1.46 -1.31
Mg 3.63 -3.21 -1.07
O 2.12 -2.23 -1.65
H -1.90 2.28 1.20

=====

Entry 2:
This record from the OMol25 dataset describes a structure of composition C3H4MgO3 in a non-equilibrium geometry. The level of theory is ωB97M-V with the def2-TZVPD basis set.

Its largest force on an atom is 4.61 eV Å⁻¹. The relative energy (zero: lowest compared OMol25 entry of this formula, charge and spin) is 104.7 kcal/mol. As for the molar mass: 112.37 u.

CARTESIAN COORDINATES (ANGSTROEM)
H 2.22 0.64 -0.33
Mg 1.49 1.28 1.62
O -1.10 -0.81 -0.56
C -1.76 0.01 0.30
C 0.33 -0.86 -0.37
O -2.81 -0.40 0.79
O -1.14 1.11 0.54
C 0.81 0.56 -0.21
H 0.76 -1.34 -1.26
H 0.50 -1.52 0.48
H 0.70 1.32 -1.00

=====

Entry 3:
This record from the OMol25 dataset describes a structure of composition C3H4N in a non-equilibrium geometry. The level of theory is ωB97M-V with the def2-TZVPD basis set.

Its largest force on an atom is 6.35 eV Å⁻¹. The net charge is +1. The relative energy (zero: lowest compared OMol25 entry of this formula, charge and spin) is 128.3 kcal/mol. As for the molar mass: 54.07 u.

CARTESIAN COORDINATES (ANGSTROEM)
C -3.02 0.36 -0.30
C -2.08 0.63 0.72
C -3.78 0.21 -1.35
N -1.50 -0.79 0.84
H -4.71 0.28 -1.95
H -1.36 -0.23 -0.14
H -2.14 -1.48 0.46
H -0.64 -1.36 1.18

=====

Question: Which formula does entry 1 have?
Answer: C3H4MgNaO3

=====

What did the third record say?
This record from the OMol25 dataset describes a structure of composition C3H4N in a non-equilibrium geometry. The level of theory is ωB97M-V with the def2-TZVPD basis set.

Its largest force on an atom is 6.35 eV Å⁻¹. The net charge is +1. The relative energy (zero: lowest compared OMol25 entry of this formula, charge and spin) is 128.3 kcal/mol. As for the molar mass: 54.07 u.

CARTESIAN COORDINATES (ANGSTROEM)
C -3.02 0.36 -0.30
C -2.08 0.63 0.72
C -3.78 0.21 -1.35
N -1.50 -0.79 0.84
H -4.71 0.28 -1.95
H -1.36 -0.23 -0.14
H -2.14 -1.48 0.46
H -0.64 -1.36 1.18

=====

Question: The highest relative energy (zero: lowest compared OMol25 entry of this formula, charge and spin) belongs to which entry?
Answer: C3H4N

=====

Question: Among the records above, which one has the lowest largest force on an atom?
Answer: C3H4MgO3